Record 1
# C3H11NO2

A 2-piece molecular cluster, C3H11NO2 overall (the ωB97M-V functional and the def2-TZVPD basis, OMol25).

Properties
- energy relative to the best compared isomer or geometry (same formula, charge and spin) (eV) = 1.044
- E_tot (eV) = -8873.445
- LUMO energy (hartree) = 0.024
- HOMO energy (eV) = -8.90

```
! wB97M-V def2-TZVPD RIJCOSX def2/J DEFGRID3
* xyz 0 1
N -1.03 0.26 1.16
C 0.25 0.20 0.64
C 0.45 -1.12 -0.06
C 1.77 -1.13 -0.89
O 1.53 -1.93 -2.02
H -1.36 1.22 1.07
H -1.62 -0.30 0.53
H 0.45 0.89 -0.19
H 0.96 0.44 1.46
H -0.32 -1.20 -0.85
H 0.35 -2.01 0.60
H 2.12 -0.18 -1.34
H 2.62 -1.59 -0.35
H 1.26 -2.82 -1.73
O -2.42 2.73 0.50
H -2.08 3.07 1.36
H -2.94 3.47 0.12
*
```

Record 2
# C4H5N3S

C4H5N3S as an isolated structure (the ωB97M-V functional and the def2-TZVPD basis, OMol25).

Properties
- energy relative to the best compared isomer or geometry (same formula, charge and spin) (eV) = 4.586
- E_tot (eV) = -19530.295
- LUMO energy (hartree) = -0.036
- HOMO energy (eV) = -8.30

```
! wB97M-V def2-TZVPD RIJCOSX def2/J DEFGRID3
* xyz 0 1
C 1.98 1.51 0.40
C 0.75 1.07 0.96
C 0.53 0.03 0.05
C -1.80 -0.17 0.32
N 2.35 0.96 -0.71
N 1.44 0.08 -0.97
N -0.63 -0.66 -0.24
S -2.41 1.11 -0.62
H 2.66 2.30 0.73
H -2.19 -0.34 1.46
H -0.23 1.21 1.91
H 1.58 -0.44 -1.72
H -0.76 -1.05 -1.18
*
```

Record 3
# C31H27BN9O5Yb

C31H27BN9O5Yb as an isolated structure (the ωB97M-V functional and the def2-TZVPD basis, OMol25).

Properties
- energy relative to the best compared isomer or geometry (same formula, charge and spin) (eV) = 0.707
- E_tot (eV) = -88446.493
- LUMO energy (spin up / spin down) (hartree) = -0.011 / -0.011
- ⟨S²⟩ = 0.751
- HOMO energy (spin up / spin down) (eV) = -7.90 / -7.89

```
! wB97M-V def2-TZVPD RIJCOSX def2/J DEFGRID3
* xyz 0 2
Yb -0.53 -0.20 -0.85
C -1.27 -4.11 -3.13
C -0.54 -3.32 -2.24
N -1.24 -2.25 -1.88
N -2.43 -2.32 -2.52
C -2.47 -3.43 -3.28
B -3.49 -1.21 -2.37
N -2.99 0.09 -3.04
C -3.47 0.73 -4.12
C -2.68 1.84 -4.35
C -1.73 1.81 -3.33
N -1.92 0.75 -2.55
N -3.73 -0.94 -0.86
C -4.86 -1.22 -0.18
C -4.69 -0.83 1.13
C -3.39 -0.30 1.17
N -2.82 -0.37 -0.03
H -0.98 -5.04 -3.59
H 0.45 -3.47 -1.84
H -3.35 -3.67 -3.86
H -4.52 -1.56 -2.89
H -4.34 0.36 -4.63
H -2.79 2.57 -5.13
H -0.92 2.50 -3.11
H -5.70 -1.67 -0.68
H -5.39 -0.90 1.94
H -2.86 0.12 2.00
C 3.90 0.61 -1.23
C 2.53 0.14 -1.56
N 1.76 -0.45 -0.73
N 2.22 -0.68 0.55
C 1.25 -1.14 1.32
O 0.03 -1.34 0.95
C 1.60 -1.40 2.74
C 0.67 -2.06 3.54
C 0.93 -2.26 4.89
C 2.12 -1.80 5.44
C 3.04 -1.13 4.65
C 2.79 -0.93 3.30
C 1.96 0.30 -2.93
C 2.59 1.05 -3.91
C 2.04 1.07 -5.18
C 0.89 0.34 -5.44
C 0.29 -0.33 -4.38
N 0.81 -0.34 -3.16
H 4.28 0.04 -0.38
H 3.85 1.66 -0.94
H 4.58 0.50 -2.08
H -0.25 -2.39 3.09
H 0.21 -2.78 5.50
H 2.32 -1.95 6.50
H 3.96 -0.76 5.08
H 3.49 -0.40 2.67
H 3.48 1.61 -3.68
H 2.52 1.64 -5.97
H 0.44 0.32 -6.42
H -0.64 -0.86 -4.51
O 1.77 2.84 -0.25
C 0.80 2.33 0.26
O -0.18 1.77 -0.42
C 0.67 2.26 1.76
C -0.30 1.46 2.37
C -0.37 1.33 3.76
C 0.55 2.03 4.49
O 0.71 2.05 5.84
C 1.75 3.00 6.10
O 2.32 3.37 4.85
C 1.51 2.82 3.89
C 1.61 2.96 2.53
H -0.96 0.88 1.74
H -1.10 0.68 4.23
H 2.51 2.54 6.73
H 1.32 3.88 6.58
H 2.37 3.55 2.05
*
```

Record 4
# C31H68F3N9O11

A 10-piece molecular cluster, C31H68F3N9O11 overall (the ωB97M-V functional and the def2-TZVPD basis, OMol25).

Properties
- energy relative to the best compared isomer or geometry (same formula, charge and spin) (eV) = 5.563
- E_tot (eV) = -77335.604
- LUMO energy (hartree) = 0.014
- HOMO energy (eV) = -8.79

```
! wB97M-V def2-TZVPD RIJCOSX def2/J DEFGRID3
* xyz 0 1
C 3.51 -1.11 2.20
C 4.64 -0.80 1.21
O 3.98 -1.18 -0.10
C 4.68 -0.94 -1.21
O 5.74 -0.48 -1.32
C 3.92 -1.43 -2.51
F 4.15 -0.67 -3.54
F 4.48 -2.65 -2.84
F 2.63 -1.62 -2.35
H 3.79 -0.72 3.17
H 3.34 -2.20 2.34
H 2.59 -0.58 2.02
H 5.56 -1.40 1.36
H 5.01 0.22 1.14
C 0.13 3.84 1.65
N -0.49 4.91 0.84
C -1.30 5.87 1.54
C -0.32 5.00 -0.53
O -0.69 5.90 -1.22
H -0.69 3.24 2.10
H 0.84 4.30 2.38
H 0.73 3.13 1.06
H -0.72 6.23 2.39
H -1.57 6.76 0.94
H -2.25 5.50 1.94
H 0.30 4.11 -0.80
C 5.20 3.60 -0.26
N 4.08 2.71 -0.31
C 3.54 2.24 -1.53
C 3.53 2.30 0.82
O 2.72 1.39 0.97
H 5.56 3.72 0.78
H 4.96 4.59 -0.67
H 6.04 3.21 -0.89
H 2.67 1.64 -1.34
H 3.20 3.05 -2.13
H 4.34 1.69 -2.08
H 3.95 2.93 1.63
C -1.46 4.14 -4.10
N -0.18 3.57 -4.03
C 0.03 2.21 -4.52
C 0.92 4.28 -3.59
O 2.03 3.86 -3.58
H -1.49 5.13 -3.65
H -2.22 3.53 -3.68
H -1.69 4.24 -5.18
H -0.63 1.56 -3.97
H -0.17 2.16 -5.61
H 1.04 1.90 -4.32
H 0.68 5.28 -3.27
C -0.22 -0.97 0.61
N -0.78 -0.14 -0.41
C -1.55 -0.85 -1.45
C -0.47 1.14 -0.61
O -0.90 1.87 -1.46
H 0.01 -0.32 1.46
H 0.62 -1.55 0.29
H -0.94 -1.67 0.98
H -1.02 -1.73 -1.74
H -2.59 -1.09 -1.23
H -1.71 -0.16 -2.27
H 0.28 1.38 0.15
C -4.20 -0.91 2.67
N -3.29 0.15 3.07
C -2.14 -0.19 3.77
C -3.51 1.42 2.66
O -2.75 2.33 2.89
H -5.09 -0.57 2.10
H -4.54 -1.57 3.47
H -3.70 -1.60 1.89
H -2.34 -0.92 4.54
H -1.40 -0.68 3.12
H -1.69 0.68 4.19
H -4.52 1.41 2.15
C 2.43 -5.40 -3.15
N 1.55 -4.38 -3.68
C 2.03 -3.54 -4.77
C 0.55 -3.89 -2.91
O 0.23 -4.32 -1.79
H 2.47 -6.22 -3.90
H 2.01 -5.84 -2.23
H 3.45 -5.12 -2.89
H 2.42 -4.16 -5.57
H 1.23 -2.90 -5.17
H 2.83 -2.91 -4.40
H -0.03 -3.08 -3.42
C -4.09 4.45 -0.65
N -4.88 3.26 -0.33
C -4.64 2.03 -1.10
C -5.72 3.13 0.73
O -6.32 2.15 1.12
H -4.41 5.30 -0.06
H -4.14 4.74 -1.71
H -3.05 4.26 -0.51
H -5.18 2.16 -2.06
H -3.59 1.86 -1.32
H -5.18 1.23 -0.61
H -5.90 4.10 1.25
C 2.87 -4.79 4.31
N 1.84 -3.91 3.90
C 1.63 -2.77 4.75
C 1.10 -4.07 2.78
O 0.22 -3.30 2.41
H 3.88 -4.36 4.17
H 2.79 -5.67 3.65
H 2.78 -5.05 5.36
H 2.54 -2.18 4.71
H 0.82 -2.13 4.43
H 1.41 -3.14 5.73
H 1.37 -4.95 2.16
C -2.17 -4.03 0.24
N -3.07 -4.56 1.20
C -4.30 -5.12 0.76
C -2.87 -4.40 2.56
O -3.61 -4.68 3.49
H -2.54 -3.16 -0.31
H -1.91 -4.80 -0.52
H -1.21 -3.81 0.75
H -4.15 -6.04 0.20
H -5.03 -5.27 1.59
H -4.76 -4.48 -0.01
H -1.88 -3.93 2.65
*
```

Record 5
# C6H7CsF4NO4

C6H7CsF4NO4 as an isolated structure (the ωB97M-V functional and the def2-TZVPD basis, OMol25).

Properties
- E_tot (eV) = -27424.524
- LUMO energy (hartree) = -0.121
- HOMO energy (eV) = -13.66

```
! wB97M-V def2-TZVPD RIJCOSX def2/J DEFGRID3
* xyz 1 1
O -3.22 -0.06 -0.41
C -2.52 0.58 -1.09
F -2.70 1.95 -1.06
C -1.39 0.05 -1.99
N -1.08 -1.36 -1.78
C 0.07 -1.58 -0.99
O -0.02 -2.27 -0.02
O 1.20 -0.93 -1.38
C 1.89 -0.37 -0.26
C 1.02 0.58 0.63
O 1.58 1.90 0.54
C 1.17 0.19 2.18
F 2.40 0.37 2.60
F 0.26 1.04 2.93
F 0.85 -1.16 2.46
H -1.73 0.17 -3.05
H -0.53 0.74 -1.88
H -1.88 -1.86 -1.37
H 2.71 0.25 -0.68
H 2.39 -1.13 0.38
H -0.05 0.69 0.30
H 0.83 2.50 0.67
Cs -1.24 -0.30 3.26
*
```

Record 6
# C27H28N2SiTa

C27H28N2SiTa as an isolated structure (the ωB97M-V functional and the def2-TZVPD basis, OMol25).

Properties
- energy relative to the best compared isomer or geometry (same formula, charge and spin) (eV) = 0.000
- E_tot (eV) = -40833.365
- LUMO energy (hartree) = -0.458
- HOMO energy (eV) = -16.37

```
! wB97M-V def2-TZVPD RIJCOSX def2/J DEFGRID3
* xyz 3 1
C -2.11 -1.74 -0.97
C -1.24 -1.33 -2.02
C -0.17 -2.28 -2.11
H -1.41 -0.51 -2.73
C -0.37 -3.28 -1.10
C -1.58 -2.96 -0.40
H -2.08 -3.57 0.35
H -3.08 -1.30 -0.75
H 0.62 -2.29 -2.86
H 0.17 -4.22 -1.00
Ta -0.12 -1.33 -0.13
C 1.92 0.99 0.44
H 2.58 0.27 -0.06
H 1.49 0.56 1.36
H 2.61 1.77 0.84
Si 0.63 1.92 -0.75
C -0.13 3.52 -0.19
C -1.42 3.85 -0.65
H -1.88 3.30 -1.48
C -2.11 4.92 -0.07
H -3.11 5.18 -0.44
C -1.54 5.66 0.96
H -2.11 6.44 1.47
C -0.23 5.37 1.37
H 0.24 5.97 2.15
C 0.47 4.30 0.81
H 1.51 4.10 1.10
C 1.06 2.02 -2.61
C 0.47 2.94 -3.50
H 0.03 3.86 -3.11
C 0.42 2.69 -4.88
H -0.07 3.41 -5.54
C 0.95 1.52 -5.42
H 0.86 1.29 -6.49
C 1.63 0.64 -4.57
H 2.06 -0.28 -4.97
C 1.75 0.93 -3.20
H 2.36 0.26 -2.58
H 1.11 -0.89 -1.27
H -0.59 1.14 -0.93
N 1.52 -2.58 0.67
C 1.10 -3.12 1.95
C 1.57 -4.33 2.41
C 1.02 -4.86 3.59
C 0.03 -4.17 4.30
C -0.47 -2.91 3.85
C -1.52 -2.19 4.45
C -2.00 -1.04 3.84
C -1.47 -0.61 2.62
N -0.46 -1.30 2.01
C 0.10 -2.41 2.64
H 2.34 -1.96 0.77
H 1.88 -3.30 0.02
H 2.34 -4.87 1.84
H 1.37 -5.82 3.95
H -0.39 -4.59 5.21
H -1.96 -2.57 5.37
H -2.80 -0.47 4.30
H -1.81 0.29 2.11
*
```

Question: Which value of E_tot does entry 3 give?
Answer: -88446.493 eV

What did the third record say?
# C31H27BN9O5Yb

C31H27BN9O5Yb as an isolated structure (the ωB97M-V functional and the def2-TZVPD basis, OMol25).

Properties
- energy relative to the best compared isomer or geometry (same formula, charge and spin) (eV) = 0.707
- E_tot (eV) = -88446.493
- LUMO energy (spin up / spin down) (hartree) = -0.011 / -0.011
- ⟨S²⟩ = 0.751
- HOMO energy (spin up / spin down) (eV) = -7.90 / -7.89

```
! wB97M-V def2-TZVPD RIJCOSX def2/J DEFGRID3
* xyz 0 2
Yb -0.53 -0.20 -0.85
C -1.27 -4.11 -3.13
C -0.54 -3.32 -2.24
N -1.24 -2.25 -1.88
N -2.43 -2.32 -2.52
C -2.47 -3.43 -3.28
B -3.49 -1.21 -2.37
N -2.99 0.09 -3.04
C -3.47 0.73 -4.12
C -2.68 1.84 -4.35
C -1.73 1.81 -3.33
N -1.92 0.75 -2.55
N -3.73 -0.94 -0.86
C -4.86 -1.22 -0.18
C -4.69 -0.83 1.13
C -3.39 -0.30 1.17
N -2.82 -0.37 -0.03
H -0.98 -5.04 -3.59
H 0.45 -3.47 -1.84
H -3.35 -3.67 -3.86
H -4.52 -1.56 -2.89
H -4.34 0.36 -4.63
H -2.79 2.57 -5.13
H -0.92 2.50 -3.11
H -5.70 -1.67 -0.68
H -5.39 -0.90 1.94
H -2.86 0.12 2.00
C 3.90 0.61 -1.23
C 2.53 0.14 -1.56
N 1.76 -0.45 -0.73
N 2.22 -0.68 0.55
C 1.25 -1.14 1.32
O 0.03 -1.34 0.95
C 1.60 -1.40 2.74
C 0.67 -2.06 3.54
C 0.93 -2.26 4.89
C 2.12 -1.80 5.44
C 3.04 -1.13 4.65
C 2.79 -0.93 3.30
C 1.96 0.30 -2.93
C 2.59 1.05 -3.91
C 2.04 1.07 -5.18
C 0.89 0.34 -5.44
C 0.29 -0.33 -4.38
N 0.81 -0.34 -3.16
H 4.28 0.04 -0.38
H 3.85 1.66 -0.94
H 4.58 0.50 -2.08
H -0.25 -2.39 3.09
H 0.21 -2.78 5.50
H 2.32 -1.95 6.50
H 3.96 -0.76 5.08
H 3.49 -0.40 2.67
H 3.48 1.61 -3.68
H 2.52 1.64 -5.97
H 0.44 0.32 -6.42
H -0.64 -0.86 -4.51
O 1.77 2.84 -0.25
C 0.80 2.33 0.26
O -0.18 1.77 -0.42
C 0.67 2.26 1.76
C -0.30 1.46 2.37
C -0.37 1.33 3.76
C 0.55 2.03 4.49
O 0.71 2.05 5.84
C 1.75 3.00 6.10
O 2.32 3.37 4.85
C 1.51 2.82 3.89
C 1.61 2.96 2.53
H -0.96 0.88 1.74
H -1.10 0.68 4.23
H 2.51 2.54 6.73
H 1.32 3.88 6.58
H 2.37 3.55 2.05
*
```

Question: E_tot of number 5 (C6H7CsF4NO4)?
Answer: -27424.524 eV

Question: E_tot of number 6 (C27H28N2SiTa)?
Answer: -40833.365 eV